Record 1
This record from the OMol25 dataset describes a 2-piece molecular cluster, C6H17N overall at a distorted geometry. The level of theory is ωB97M-V/def2-TZVPD.

Each atom is followed by the atoms it is bonded to, with distances in Å.
Geometry (Å):
1 C -1.059 0.368 -3.779  C2 1.578, H7 1.018, H8 1.142, H9 1.167
2 C -1.451 -0.718 -2.704  C1 1.578, C3 1.590, H10 1.073, H11 1.140
3 C -0.457 -0.454 -1.492  C2 1.590, C4 1.578, H12 1.049, H13 1.159
4 C -0.925 -1.177 -0.169  C3 1.578, C5 1.574, H14 1.200, H15 1.171
5 C 0.203 -1.142 0.928  C4 1.574, H16 1.109, H17 1.121, H18 1.096
6 C 1.665 2.088 3.726  H21 1.128, H22 1.119, H23 1.108, N24 1.531
7 H -0.866 1.222 -3.259  C1 1.018
8 H -0.011 -0.055 -3.947  C1 1.142
9 H -1.674 0.231 -4.762  C1 1.167
10 H -1.375 -1.664 -3.204  C2 1.073
11 H -2.467 -0.634 -2.193  C2 1.140
12 H 0.534 -0.556 -1.819  C3 1.049
13 H -0.790 0.633 -1.260  C3 1.159
14 H -1.223 -2.303 -0.457  C4 1.200
15 H -1.927 -0.643 0.116  C4 1.171
16 H 0.309 -0.073 1.202  C5 1.109
17 H -0.365 -1.633 1.761  C5 1.121
18 H 1.137 -1.684 0.742  C5 1.096
19 H 1.291 0.731 1.939  N24 1.184
20 H 2.638 0.411 2.900  N24 1.043
21 H 2.603 1.958 4.338  C6 1.128
22 H 1.991 2.927 3.061  C6 1.119
23 H 0.778 2.393 4.315  C6 1.108
24 N 1.652 0.706 3.067  C6 1.531, H19 1.184, H20 1.043

Computed properties:
total charge = 0
SMILES = CCCCC.CN
gap between HOMO and LUMO = 10.4 eV
highest occupied orbital energy = -9.46 eV
LUMO level = 0.97 eV
relative energy (zero: lowest compared OMol25 entry of this formula, charge and spin) = 280.4 kJ/mol

=====

Record 2
This record from the OMol25 dataset describes a 2-piece molecular cluster, C6H17N2 overall at a distorted geometry. The level of theory is ωB97M-V/def2-TZVPD.

Each atom is followed by the atoms it is bonded to, with distances in Å.
Geometry (Å):
1 N 1.091 -2.768 1.027  H9 1.008, H10 1.017, H11 1.016
2 C 0.077 0.078 0.536  C3 1.443, C5 1.496, H12 1.092
3 C 1.063 1.101 0.790  C2 1.443, C4 1.561, H13 1.102, H14 1.089
4 C 1.998 0.673 1.964  C3 1.561, H15 1.097, H16 1.090, H17 1.088
5 C -0.152 -0.448 -0.845  C2 1.496, N6 1.490, H18 1.107, H19 1.094
6 N -1.116 0.222 -1.764  C5 1.490, C7 1.478, C8 1.506
7 C -2.455 -0.395 -1.657  N6 1.478, H20 1.085, H21 1.090, H22 1.094
8 C -1.224 1.696 -1.477  N6 1.506, H23 1.092, H24 1.092, H25 1.084
9 H 1.920 -2.677 0.461  N1 1.008
10 H 0.768 -1.818 1.194  N1 1.017
11 H 1.426 -3.122 1.918  N1 1.016
12 H -0.851 0.071 1.110  C2 1.092
13 H 0.520 1.997 1.133  C3 1.102
14 H 1.745 1.391 -0.009  C3 1.089
15 H 1.418 0.522 2.882  C4 1.097
16 H 2.470 -0.284 1.739  C4 1.090
17 H 2.803 1.338 2.269  C4 1.088
18 H -0.482 -1.495 -0.707  C5 1.107
19 H 0.789 -0.669 -1.358  C5 1.094
20 H -2.476 -1.367 -2.139  C7 1.085
21 H -3.126 0.269 -2.202  C7 1.090
22 H -2.787 -0.410 -0.615  C7 1.094
23 H -0.187 1.994 -1.306  C8 1.092
24 H -1.709 1.949 -0.532  C8 1.092
25 H -1.521 2.152 -2.414  C8 1.084

Computed properties:
total charge = +1
gap between HOMO and LUMO = 6.5 eV
highest occupied orbital energy = -13.62 eV
LUMO level = -7.17 eV
relative energy (zero: lowest compared OMol25 entry of this formula, charge and spin) = 437.3 kJ/mol

=====

Record 3
This record from the OMol25 dataset describes an isolated ion of composition C6H17N2 and charge +1 at a distorted geometry. The level of theory is ωB97M-V/def2-TZVPD.

Each atom is followed by the atoms it is bonded to, with distances in Å.
Geometry (Å):
1 C -0.883 -0.123 -1.139  N2 1.445, C6 1.575, H9 1.144, H10 1.121
2 N 0.239 0.168 -0.276  C1 1.445, C3 1.519, H11 0.958
3 C 0.679 1.622 -0.258  N2 1.519, C4 1.617, H12 1.089, H13 1.038
4 C 2.020 1.720 0.640  C3 1.617, C5 1.501, H14 1.086, H15 1.015
5 C 2.425 3.155 0.809  C4 1.501, H16 1.037, H17 1.086, H18 1.108
6 C -2.050 -0.898 -0.417  C1 1.575, N7 1.630, H19 1.018, H20 1.091
7 N -1.611 -2.098 0.594  C6 1.630, C8 1.551, H21 1.043, H22 1.013
8 C -0.814 -3.242 -0.085  N7 1.551, H23 1.092, H24 1.131, H25 1.120
9 H -1.441 0.813 -1.486  C1 1.144
10 H -0.608 -0.819 -1.973  C1 1.121
11 H 0.755 -0.546 0.101  N2 0.958
12 H 1.045 1.764 -1.273  C3 1.089
13 H -0.027 2.266 0.149  C3 1.038
14 H 2.829 1.064 0.333  C4 1.086
15 H 1.956 1.306 1.565  C4 1.015
16 H 1.878 3.658 1.533  C5 1.037
17 H 3.464 3.455 0.914  C5 1.086
18 H 2.138 3.705 -0.109  C5 1.108
19 H -2.587 -0.398 0.288  C6 1.018
20 H -2.626 -1.387 -1.203  C6 1.091
21 H -1.032 -1.637 1.329  N7 1.043
22 H -2.423 -2.435 1.099  N7 1.013
23 H -1.587 -3.711 -0.699  C8 1.092
24 H -0.438 -4.021 0.644  C8 1.131
25 H 0.050 -2.964 -0.741  C8 1.120

Computed properties:
total charge = +1
SMILES = CCCNCC[NH2+]C
gap between HOMO and LUMO = 9.1 eV
highest occupied orbital energy = -12.40 eV
LUMO level = -3.26 eV
relative energy (zero: lowest compared OMol25 entry of this formula, charge and spin) = 254.6 kJ/mol

=====

Record 4
This record from the OMol25 dataset describes a 2-piece molecular cluster, C6H17N2 overall at a distorted geometry. The level of theory is ωB97M-V/def2-TZVPD.

Each atom is followed by the atoms it is bonded to, with distances in Å.
Geometry (Å):
1 C 1.897 -0.764 0.512  C6 1.325, H10 1.035, H11 1.104
2 C 1.305 -3.158 -0.292  C6 1.536, H12 1.092, H13 1.153, H14 1.060
3 C -1.335 -0.293 -0.882  N7 1.480, H15 1.096, H16 1.109, H17 1.108
4 C -0.421 1.453 1.393  N8 1.480, H18 1.123, H19 1.155, H20 1.063
5 C -1.387 2.705 -0.462  N8 1.422, H21 1.170, H22 1.101, H23 1.118
6 C 1.475 -2.005 0.708  C1 1.325, C2 1.536, H24 1.109
7 N -0.244 0.706 -0.851  C3 1.480, N8 1.464, H9 1.076, H25 0.993
8 N -0.302 1.904 -0.012  C4 1.480, C5 1.422, N7 1.464
9 H 0.624 0.123 -0.592  N7 1.076
10 H 2.109 -0.121 1.294  C1 1.035
11 H 2.297 -0.310 -0.411  C1 1.104
12 H 0.427 -3.807 -0.289  C2 1.092
13 H 2.248 -3.789 -0.083  C2 1.153
14 H 1.316 -2.816 -1.295  C2 1.060
15 H -1.334 -0.832 -1.836  C3 1.096
16 H -1.250 -0.868 0.061  C3 1.109
17 H -2.302 0.223 -0.717  C3 1.108
18 H 0.377 0.807 1.850  C4 1.123
19 H -0.288 2.409 2.026  C4 1.155
20 H -1.376 1.138 1.737  C4 1.063
21 H -2.392 2.363 0.030  C5 1.170
22 H -1.118 3.752 -0.253  C5 1.101
23 H -1.387 2.533 -1.567  C5 1.118
24 H 1.199 -2.354 1.724  C6 1.109
25 H -0.135 1.000 -1.793  N7 0.993

Computed properties:
total charge = +1
gap between HOMO and LUMO = 11.0 eV
highest occupied orbital energy = -13.82 eV
LUMO level = -2.83 eV
relative energy (zero: lowest compared OMol25 entry of this formula, charge and spin) = 353.4 kJ/mol

=====

Record 5
This record from the OMol25 dataset describes a 2-piece molecular cluster, C6H17N2 overall at a distorted geometry. The level of theory is ωB97M-V/def2-TZVPD.

Each atom is followed by the atoms it is bonded to, with distances in Å.
Geometry (Å):
1 C 2.622 -1.073 -0.923  C5 1.601, H9 1.087, H10 1.016, H19 1.092
2 N -1.721 0.119 -1.114  C3 1.494, H11 1.036, H20 1.013
3 C -2.038 1.578 -1.146  N2 1.494, C4 1.522, H12 1.115, H13 1.108
4 C -2.338 2.031 0.276  C3 1.522, H14 1.125, H15 1.079, H16 1.092
5 C 1.985 0.095 -0.032  C1 1.601, N6 1.447, H17 1.099, H18 1.176
6 N 0.540 0.019 -0.025  C5 1.447, C7 1.504
7 C 0.050 -1.263 0.591  N6 1.504, C8 1.572, H21 1.084, H22 1.067
8 C 0.644 -1.340 2.044  C7 1.572, H23 1.099, H24 1.110, H25 1.044
9 H 3.175 -0.653 -1.759  C1 1.087
10 H 3.216 -1.757 -0.463  C1 1.016
11 H -0.721 -0.077 -0.928  N2 1.036
12 H -2.907 1.850 -1.790  C3 1.115
13 H -1.115 2.073 -1.506  C3 1.108
14 H -2.636 3.109 0.398  C4 1.125
15 H -1.524 1.943 0.979  C4 1.079
16 H -3.113 1.418 0.741  C4 1.092
17 H 2.289 0.964 -0.632  C5 1.099
18 H 2.490 0.254 1.018  C5 1.176
19 H 1.708 -1.480 -1.361  C1 1.092
20 H -2.075 -0.374 -1.925  N2 1.013
21 H -1.033 -1.265 0.624  C7 1.084
22 H 0.324 -2.155 0.073  C7 1.067
23 H 0.593 -0.262 2.252  C8 1.099
24 H 1.641 -1.829 2.057  C8 1.110
25 H -0.056 -1.926 2.552  C8 1.044

Computed properties:
total charge = +2
gap between HOMO and LUMO (spin up / spin down) = 7.1 / 7.2 eV
highest occupied orbital energy (spin up / spin down) = -20.14 / -20.21 eV
expectation value of S² = 0.803
multiplicity = 2
LUMO level (spin up / spin down) = -13.00 / -12.97 eV
relative energy (zero: lowest compared OMol25 entry of this formula, charge and spin) = 646.8 kJ/mol

=====

Record 6
This record from the OMol25 dataset describes an isolated ion of composition C6H17N2 and charge +2 at a distorted geometry. The level of theory is ωB97M-V/def2-TZVPD.

Each atom is followed by the atoms it is bonded to, with distances in Å.
Geometry (Å):
1 C 1.311 0.994 -1.025  N2 1.520, C7 1.553, H9 1.088, H10 1.123
2 N 0.580 -0.123 -1.752  C1 1.520, C3 1.517, H11 1.025
3 C -0.225 -1.224 -1.090  N2 1.517, C4 1.574, H12 1.101, H13 1.075
4 C 0.486 -1.857 0.164  C3 1.574, C5 1.562, H14 1.063, H15 1.064
5 C 0.036 -1.268 1.539  C4 1.562, C6 1.540, H16 1.083, H17 1.096
6 C -1.478 -1.313 1.815  C5 1.540, H18 1.098, H19 1.111, H20 1.086
7 C 0.396 2.249 -1.022  C1 1.553, N8 1.502, H21 1.069, H22 1.095
8 N -0.539 2.138 0.148  C7 1.502, H23 1.038, H24 1.031, H25 1.028
9 H 1.715 0.846 -0.026  C1 1.088
10 H 2.028 1.172 -1.871  C1 1.123
11 H 1.322 -0.699 -2.162  N2 1.025
12 H -1.082 -0.571 -0.860  C3 1.101
13 H -0.510 -1.947 -1.833  C3 1.075
14 H 1.497 -1.536 0.236  C4 1.063
15 H 0.579 -2.891 -0.070  C4 1.064
16 H 0.558 -1.643 2.411  C5 1.083
17 H 0.405 -0.236 1.508  C5 1.096
18 H -1.815 -2.294 1.454  C6 1.098
19 H -2.119 -0.617 1.231  C6 1.111
20 H -1.690 -1.004 2.835  C6 1.086
21 H 0.998 3.124 -0.908  C7 1.069
22 H -0.001 2.323 -2.039  C7 1.095
23 H -0.787 3.095 0.464  N8 1.038
24 H -1.372 1.621 -0.172  N8 1.031
25 H -0.292 1.660 1.023  N8 1.028

Computed properties:
total charge = +2
gap between HOMO and LUMO (spin up / spin down) = 11.6 / 6.5 eV
highest occupied orbital energy (spin up / spin down) = -18.91 / -18.94 eV
expectation value of S² = 0.755
multiplicity = 2
LUMO level (spin up / spin down) = -7.30 / -12.39 eV
relative energy (zero: lowest compared OMol25 entry of this formula, charge and spin) = 244.3 kJ/mol

=====

Please write out number 1 again, unchanged.
This record from the OMol25 dataset describes a 2-piece molecular cluster, C6H17N overall at a distorted geometry. The level of theory is ωB97M-V/def2-TZVPD.

Each atom is followed by the atoms it is bonded to, with distances in Å.
Geometry (Å):
1 C -1.059 0.368 -3.779  C2 1.578, H7 1.018, H8 1.142, H9 1.167
2 C -1.451 -0.718 -2.704  C1 1.578, C3 1.590, H10 1.073, H11 1.140
3 C -0.457 -0.454 -1.492  C2 1.590, C4 1.578, H12 1.049, H13 1.159
4 C -0.925 -1.177 -0.169  C3 1.578, C5 1.574, H14 1.200, H15 1.171
5 C 0.203 -1.142 0.928  C4 1.574, H16 1.109, H17 1.121, H18 1.096
6 C 1.665 2.088 3.726  H21 1.128, H22 1.119, H23 1.108, N24 1.531
7 H -0.866 1.222 -3.259  C1 1.018
8 H -0.011 -0.055 -3.947  C1 1.142
9 H -1.674 0.231 -4.762  C1 1.167
10 H -1.375 -1.664 -3.204  C2 1.073
11 H -2.467 -0.634 -2.193  C2 1.140
12 H 0.534 -0.556 -1.819  C3 1.049
13 H -0.790 0.633 -1.260  C3 1.159
14 H -1.223 -2.303 -0.457  C4 1.200
15 H -1.927 -0.643 0.116  C4 1.171
16 H 0.309 -0.073 1.202  C5 1.109
17 H -0.365 -1.633 1.761  C5 1.121
18 H 1.137 -1.684 0.742  C5 1.096
19 H 1.291 0.731 1.939  N24 1.184
20 H 2.638 0.411 2.900  N24 1.043
21 H 2.603 1.958 4.338  C6 1.128
22 H 1.991 2.927 3.061  C6 1.119
23 H 0.778 2.393 4.315  C6 1.108
24 N 1.652 0.706 3.067  C6 1.531, H19 1.184, H20 1.043

Computed properties:
total charge = 0
SMILES = CCCCC.CN
gap between HOMO and LUMO = 10.4 eV
highest occupied orbital energy = -9.46 eV
LUMO level = 0.97 eV
relative energy (zero: lowest compared OMol25 entry of this formula, charge and spin) = 280.4 kJ/mol

=====

> What is the total charge in the third record?

+1

=====

> Among the records above, which one has the lowest relative energy (zero: lowest compared OMol25 entry of this formula, charge and spin)?

number 6

=====

> What is the formula in the fifth record?

C6H17N2